(w)
Below is the ion C3H9N2S with charge -1, with properties calculated with wB97M-V/def2-TZVPD.

The geometry in XYZ format:
```
15
Properties=species:S:1:pos:R:3
N 1.514 0.080 -1.961
C 0.430 -0.773 -1.409
N 0.122 -0.752 0.006
C -0.496 0.541 0.556
C -1.338 0.242 1.808
S -1.542 1.698 2.884
H 1.397 0.987 -1.523
H 2.440 -0.244 -1.707
H 0.687 -1.828 -1.600
H -0.470 -0.517 -1.992
H 0.983 -0.862 0.532
H 0.306 1.242 0.795
H -1.124 1.103 -0.150
H -2.151 -0.386 1.416
H -0.758 -0.532 2.345
```

* HOMO energy: -2.3 eV
* SMILES: NCNCC[S-]
* Kohn-Sham gap: 6.11 eV
* charge: -1
* molecular weight: 105.19 g/mol



(x)
Below is the ion C3H9N2S with charge -1, with properties calculated with wB97M-V/def2-TZVPD.

The geometry in XYZ format:
```
15
Properties=species:S:1:pos:R:3
N 1.679 0.531 1.965
C 0.899 0.712 0.734
N 0.217 -0.626 0.441
C -1.056 -0.489 -0.212
C -1.058 -0.191 -1.751
S 0.298 0.860 -2.562
H 2.370 -0.280 1.738
H 1.189 -0.037 2.557
H 1.279 1.067 -0.183
H -0.001 1.313 1.122
H 0.853 -1.219 -0.032
H -1.711 -1.399 0.074
H -1.626 0.316 0.467
H -1.320 -1.029 -2.449
H -2.013 0.472 -1.908
```

* HOMO energy: -2.4 eV
* SMILES: NCNCC[S-]
* Kohn-Sham gap: 6.70 eV
* charge: -1
* molecular weight: 105.19 g/mol



Stability order, top to bottom: (w), (x)